No. 1
Density functional theory data (ωB97M-V with the def2-TZVPD basis set) for 2 unconnected molecules or ions with the total composition C4H8N4S.

```
17
Properties=species:S:1:pos:R:3:lowdin_charge:R:1
C 0.258 -0.899 -0.063 -0.517
C 1.235 3.252 -2.136 0.249
C -0.745 -2.402 2.301 -0.121
C -0.355 -1.025 2.645 -0.400
N -1.342 2.091 -3.968 0.433
N -0.347 2.269 -3.535 0.007
N 0.148 -1.534 -1.014 0.288
N 0.413 2.294 -2.517 0.078
S 0.257 0.130 1.221 1.035
H 1.799 3.241 -1.221 0.120
H 1.354 4.084 -2.812 0.121
H -1.245 -2.327 1.246 0.116
H 0.140 -2.971 2.086 0.084
H -1.167 -2.750 3.193 0.088
H 0.568 -0.798 3.289 0.109
H -1.192 -0.531 3.180 0.106
H 0.223 -2.124 -1.894 0.203
```

## Properties
2S+1: 1
net charge: +2
E_LUMO (alpha / beta): -10.085 / -10.086 eV
electronic energy: -21050.4699 eV
frontier orbital gap (alpha / beta): 7.629 / 7.629 eV

No. 2
Density functional theory data (ωB97M-V with the def2-TZVPD basis set) for C4H8N6O in the gas phase.

```
19
Properties=species:S:1:pos:R:3:lowdin_charge:R:1
C -2.892 -1.286 -0.046 -0.032
C -1.471 -0.799 -0.076 -0.373
N -0.609 -1.610 0.059 0.096
N 0.777 -1.337 0.043 0.083
C 1.054 -0.074 -0.096 -0.340
N 2.388 0.193 0.034 -0.081
N 3.377 -0.766 -0.008 -0.034
N 0.106 0.929 -0.176 -0.011
N 0.387 2.374 -0.079 0.084
C -1.217 0.594 -0.112 -0.375
O -2.112 1.395 0.258 0.039
H -3.523 -0.553 0.617 0.105
H -3.321 -1.234 -1.024 0.056
H -3.079 -2.379 0.420 0.129
H 2.586 1.085 -0.278 0.090
H 3.857 -0.883 1.027 0.147
H 2.819 -1.702 -0.341 0.134
H -0.423 2.786 -0.643 0.111
H 0.147 2.620 1.025 0.173
```

## Properties
2S+1: 1
SMILES: Cc1nnc(NN)n(N)c1=O
E_LUMO: 0.514 eV
electronic energy: -15261.5939 eV
frontier orbital gap: 9.310 eV

No. 3
Density functional theory data (ωB97M-V with the def2-TZVPD basis set) for a gas-phase ion, C4H8NO (charge -1).

```
14
Properties=species:S:1:pos:R:3:lowdin_charge:R:1
C -0.093 1.923 -0.071 -0.119
C 1.044 1.105 -0.187 -0.223
N 1.102 -0.208 0.131 -0.344
O 2.240 -0.945 -0.071 -0.355
C -0.056 -0.902 0.637 -0.258
C -1.095 -1.229 -0.410 -0.095
H 0.039 2.896 -0.484 -0.042
H -1.118 1.587 0.344 0.024
H 1.948 1.606 -0.418 0.080
H -0.532 -0.279 1.351 0.073
H 0.374 -1.829 1.169 0.128
H -1.321 -0.287 -0.743 0.007
H -0.679 -1.695 -1.315 0.087
H -1.853 -1.742 0.067 0.038
```

## Properties
2S+1: 1
SMILES: C=CN([O-])CC
net charge: -1
E_LUMO: 4.370 eV
electronic energy: -7812.5494 eV
frontier orbital gap: 5.618 eV

No. 4
Density functional theory data (ωB97M-V with the def2-TZVPD basis set) for a gas-phase ion, C4H8NO (charge +1).

```
14
Properties=species:S:1:pos:R:3:lowdin_charge:R:1
C -3.078 0.490 -0.155 0.092
C -1.901 0.017 0.059 -0.051
C -0.773 -0.520 0.444 -0.041
N 0.498 0.253 0.392 0.074
C 1.720 -0.301 -0.314 -0.183
O 2.714 0.522 0.132 0.076
H -3.855 0.680 0.729 0.159
H -3.351 0.708 -1.117 0.050
H -0.496 -1.510 0.524 0.103
H 0.967 0.424 1.354 0.226
H 0.136 1.101 0.046 0.149
H 1.755 -1.306 -0.092 0.120
H 1.427 -0.351 -1.322 0.140
H 3.402 0.497 -0.469 0.088
```

## Properties
2S+1: 1
SMILES: C=C=C[NH2+]CO
net charge: +1
E_LUMO: -3.604 eV
electronic energy: -7805.2877 eV
frontier orbital gap: 11.245 eV

No. 5
Density functional theory data (ωB97M-V with the def2-TZVPD basis set) for a gas-phase ion, C4H8NO (charge +1).

```
14
Properties=species:S:1:pos:R:3:lowdin_charge:R:1
C -2.118 0.682 -0.154 0.036
C -0.889 -0.032 -0.060 -0.087
N 0.370 -0.109 0.008 0.058
C 1.581 0.676 0.221 -0.196
O 2.678 0.063 -0.296 0.035
C -0.206 -1.457 -0.171 0.074
H -1.998 1.757 -0.038 0.109
H -2.831 0.294 0.580 0.124
H -2.571 0.459 -1.129 0.130
H 1.432 1.623 -0.315 0.158
H 1.641 0.879 1.304 0.159
H 3.095 -0.567 0.307 0.126
H -0.263 -2.014 0.764 0.098
H 0.079 -2.256 -1.019 0.175
```

## Properties
2S+1: 1
SMILES: CC1=[N+](CO)C1
net charge: +1
E_LUMO: -4.433 eV
electronic energy: -7805.5267 eV
frontier orbital gap: 11.483 eV

No. 6
Density functional theory data (ωB97M-V with the def2-TZVPD basis set) for a gas-phase ion, C4H8NO (charge +1).

```
14
Properties=species:S:1:pos:R:3:lowdin_charge:R:1
C 1.767 -0.342 0.287 0.004
C 0.565 -0.499 -0.553 -0.147
N -0.214 0.674 -1.087 0.222
C -0.763 -0.107 -0.034 -0.423
C -1.661 0.204 1.094 0.048
O -2.012 -0.611 -0.053 0.095
H 1.712 -1.108 1.030 0.107
H 1.777 0.657 0.600 0.081
H 2.634 -0.388 -0.384 0.110
H 0.542 -1.311 -1.405 0.214
H 0.139 1.628 -0.918 0.206
H -0.637 0.445 -2.016 0.215
H -1.534 -0.322 1.997 0.103
H -2.315 1.079 1.443 0.165
```

## Properties
2S+1: 1
SMILES: C[C@@H]1[NH2+][C@]12CO2
net charge: +1
E_LUMO: -3.448 eV
electronic energy: -7805.2206 eV
frontier orbital gap: 12.157 eV

No. 7
Density functional theory data (ωB97M-V with the def2-TZVPD basis set) for a gas-phase ion, C4H8NO (charge +1).

```
14
Properties=species:S:1:pos:R:3:lowdin_charge:R:1
C -0.020 1.493 -1.573 0.058
N 0.083 0.448 -0.514 -0.106
C -0.950 -0.444 -0.125 0.150
C -0.426 -1.293 0.990 -0.052
C 1.019 -0.635 1.165 -0.089
O 1.244 0.124 0.022 -0.006
H 0.705 1.516 -2.407 0.118
H 0.162 2.449 -1.033 0.121
H -1.047 1.430 -2.006 0.118
H -1.949 -0.369 -0.621 0.169
H -1.009 -1.222 1.916 0.145
H -0.526 -2.247 0.749 0.075
H 0.952 0.112 2.062 0.173
H 1.762 -1.362 1.377 0.126
```

## Properties
2S+1: 1
SMILES: C[N+]1=CCCO1
net charge: +1
E_LUMO: -5.230 eV
electronic energy: -7805.2209 eV
frontier orbital gap: 9.672 eV

No. 8
Density functional theory data (ωB97M-V with the def2-TZVPD basis set) for 2 unconnected molecules or ions with the total composition C4H8NO.

```
14
Properties=species:S:1:pos:R:3:lowdin_charge:R:1
C -0.177 -0.852 -1.421 0.087
C 1.619 -0.552 1.412 0.008
C 0.953 0.616 0.896 -0.008
C -1.741 0.712 -0.462 -0.067
N -0.511 0.026 -0.600 -0.072
O 2.098 0.332 0.369 0.105
H -0.848 -1.209 -2.195 0.117
H 0.809 -1.294 -1.368 0.102
H 2.167 -0.492 2.346 0.136
H 1.321 -1.540 1.085 0.125
H 0.501 1.549 1.161 0.153
H -2.202 0.431 0.489 0.110
H -2.428 0.484 -1.276 0.102
H -1.561 1.789 -0.438 0.102
```

## Properties
2S+1: 1
net charge: +1
E_LUMO: -4.583 eV
electronic energy: -7804.8776 eV
frontier orbital gap: 10.916 eV

No. 9
Density functional theory data (ωB97M-V with the def2-TZVPD basis set) for 2 unconnected molecules or ions with the total composition C4H8NO.

```
14
Properties=species:S:1:pos:R:3:lowdin_charge:R:1
C 2.020 -0.308 -0.732 0.033
C 1.177 0.546 -1.009 0.130
C 2.832 -1.415 -0.419 0.010
C -2.074 0.645 0.908 -0.340
N -3.390 0.613 0.863 0.153
O -1.332 0.792 -0.074 -0.028
H 3.885 -1.250 -0.631 0.135
H 2.523 -1.385 0.597 0.117
H 2.564 -2.245 -1.066 0.121
H -1.662 0.374 1.872 0.142
H 1.341 1.386 -1.584 0.109
H -3.921 0.607 1.777 0.152
H -4.030 0.870 0.081 0.153
H 0.067 0.768 -0.583 0.114
```

## Properties
2S+1: 1
net charge: +1
E_LUMO: -5.163 eV
electronic energy: -7805.3270 eV
frontier orbital gap: 9.497 eV

No. 10
Density functional theory data (ωB97M-V with the def2-TZVPD basis set) for 2 unconnected molecules or ions with the total composition C4H8NO.

```
14
Properties=species:S:1:pos:R:3:lowdin_charge:R:1
C -3.440 0.274 -0.516 0.092
C -0.903 0.081 -0.365 -0.118
C 0.141 -0.354 0.542 -0.314
C 1.581 -0.742 0.181 -0.036
N -0.173 1.069 0.318 0.034
O -3.899 0.055 0.503 0.192
H -3.618 0.512 -1.633 0.169
H -0.604 -0.012 -1.454 0.118
H -0.108 -0.580 1.548 0.134
H 2.202 -0.387 1.056 0.106
H 1.975 -0.289 -0.788 0.108
H 1.589 -1.861 0.116 0.103
H 0.708 1.406 -0.250 0.210
H -0.510 1.693 1.095 0.201
```

## Properties
2S+1: 1
net charge: +1
E_LUMO: -4.597 eV
electronic energy: -7803.4791 eV
frontier orbital gap: 8.571 eV

No. 11
Density functional theory data (ωB97M-V with the def2-TZVPD basis set) for a molecular structure, C4H8NO.

```
14
Properties=species:S:1:pos:R:3:lowdin_charge:R:1
C -0.629 0.340 0.696 0.149
C 0.378 1.050 -0.145 -0.233
C -0.029 1.561 -1.511 0.010
C 0.021 -2.077 1.038 0.061
N 0.068 -0.740 0.593 -0.102
O 1.069 -0.238 -0.173 0.082
H -1.558 0.537 1.195 0.164
H 0.985 1.783 0.395 0.178
H -0.613 0.819 -2.048 0.100
H 0.864 1.790 -2.086 0.102
H -0.618 2.466 -1.395 0.103
H -0.008 -2.753 0.178 0.129
H -0.859 -2.228 1.661 0.126
H 0.928 -2.310 1.603 0.130
```

## Properties
2S+1: 1
net charge: +1
E_LUMO: -4.837 eV
electronic energy: -7805.5417 eV
frontier orbital gap: 11.322 eV

No. 12
Density functional theory data (ωB97M-V with the def2-TZVPD basis set) for a gas-phase ion, C4H8NO (charge +1).

```
14
Properties=species:S:1:pos:R:3:mulliken_spin:R:1
C 1.675 -0.047 -0.647 0.086
C 1.357 0.696 0.604 0.107
C 0.264 -0.306 0.055 0.058
C -2.020 -0.465 0.085 0.062
N -0.872 0.154 -0.535 0.531
O -0.871 1.104 -1.320 1.078
H 1.594 0.476 -1.621 -0.001
H 2.491 -0.785 -0.610 0.007
H 1.849 0.304 1.628 0.003
H 1.339 1.784 0.659 0.003
H 0.182 -1.115 0.887 0.014
H -2.824 -0.379 -0.666 0.003
H -2.230 0.131 1.055 0.035
H -1.935 -1.553 0.426 0.013
```

## Properties
2S+1: 3
<S²>: 2.008
net charge: +1
E_LUMO (alpha / beta): -3.040 / -9.214 eV
electronic energy: -7801.2776 eV
frontier orbital gap (alpha / beta): 11.200 / 6.943 eV

> 2S+1 of number 9 (C4H8NO)?

1

> Among the records above, which one has the highest electronic energy?

number 12

> electronic energy of number 11 (C4H8NO)?

-7805.5417 eV